Below is a single C10H12FN3O6P2 molecule in a non-equilibrium geometry, with properties calculated with ωB97M-V/def2-TZVPD.

For the total energy, the calculation gives -1786.66694 a.u. The LUMO energy is 0.010 Ha. The calculation puts the HOMO-LUMO gap at 9.05 eV. Its HOMO energy is -0.322 Eh.

Each line ends with the Löwdin charge.
Geometry (Å):
O1 3.341388 1.805235 1.161885  -0.26
O2 3.602147 -1.000517 1.936804  -0.27
F1 2.670763 0.409266 -1.527789  0.05
N1 -5.599989 0.292434 0.756875  0.04
N2 -1.458243 0.202762 -3.073135  0.05
O3 1.035475 2.183689 0.666635  -0.08
O4 1.519624 0.344992 2.331843  -0.09
O5 3.798232 -2.405514 -0.135054  -0.10
O6 5.077421 -0.066766 0.139652  -0.09
C1 -4.848784 0.265869 -0.301085  -0.12
C2 -3.486071 0.321911 0.040203  -0.23
C3 -3.398497 0.429657 1.342823  -0.05
C4 -2.427587 0.461858 -2.242494  -0.08
C5 -0.231718 -0.140889 -2.659661  -0.03
C6 -1.062416 -0.318156 -0.410801  -0.02
C7 -2.281950 0.244116 -0.821740  -0.09
C8 0.014853 -0.451420 -1.214599  -0.18
N3 -4.733726 0.452798 1.794310  -0.02
C9 1.222184 -1.184367 -0.651545  -0.07
C10 2.376822 -0.119759 -0.317443  -0.50
P1 2.071014 1.055985 1.009565  0.44
P2 3.755169 -0.871325 0.456456  0.47
H1 1.164850 2.697454 1.483433  0.10
H2 2.327094 -0.055612 2.649567  0.03
H3 4.623071 -2.709538 0.267947  0.08
H4 4.828830 0.706477 0.710462  0.07
H5 -5.159072 0.232173 -1.329458  0.11
H6 -2.474814 0.709052 1.859524  0.14
H7 -3.340129 0.679918 -2.667745  0.08
H8 0.569092 -0.418305 -3.306859  0.10
H9 -0.981786 -0.696181 0.581748  0.11
H10 -5.089918 0.661204 2.768918  0.18
H11 1.557168 -1.831707 -1.416664  0.10
H12 1.019503 -1.886791 0.117425  0.12

Force components x, y, z for each atom (eV/Å):
O 0.9 -0.8 0.4
O -0.2 0.1 -0.7
F 0.5 1.1 -0.5
N -0.2 0.7 1.2
N 2.6 0.0 -1.5
O -1.4 -0.6 0.1
O -1.1 1.3 -1.7
O 0.7 2.3 -0.1
O -0.8 -0.4 -0.3
C 0.8 -0.3 -0.8
C 1.8 -0.3 -3.0
C -1.5 1.2 3.3
C 1.9 -1.1 3.8
C -0.7 -1.0 4.1
C -1.6 1.0 0.7
C -0.9 -0.3 -2.4
C -0.3 -0.1 -3.0
N 0.8 0.0 1.2
C 0.4 2.1 -0.7
C -3.1 -2.2 -0.9
P 0.5 2.3 0.9
P 2.0 -3.6 1.8
H -0.5 0.8 -0.3
H 1.0 -1.2 0.9
H 0.1 -0.8 -0.1
H 0.7 0.7 -0.2
H -0.8 -0.3 0.1
H -0.8 -0.4 0.5
H -1.9 0.7 -0.7
H 0.1 0.3 -1.0
H -0.1 -0.1 0.8
H 0.6 -0.6 -2.0
H 1.1 -0.4 -1.0
H -0.5 0.0 1.3

Below is a molecular structure, C10H12FO15Zn in a non-equilibrium geometry, with properties calculated with ωB97M-V/def2-TZVPD.

For the total energy, the calculation gives -3396.29597 a.u. The LUMO energy is 0.095 Ha. The calculation puts the HOMO-LUMO gap at 7.51 eV. As for the energy above the lowest of the compared OMol25 structures with the same formula, charge and spin: 0.0000 eV. Its HOMO energy is -0.181 Eh. Its net charge is -1.

Each line ends with the Löwdin charge.
Geometry (Å):
Zn1 -0.708953 0.345163 -0.355816  0.76
O1 -1.253227 -2.337472 2.638808  0.07
C1 -0.855656 -1.101538 2.281230  -0.80
O2 -1.512720 -0.511837 1.366225  -0.07
O3 0.100889 -0.576727 2.886476  -0.01
H1 -0.730708 -2.509793 3.433765  0.10
O4 2.523333 2.583356 -0.719444  0.06
C2 1.830115 2.024893 0.321102  -0.76
O5 0.603434 1.765683 0.191328  -0.05
O6 2.487953 1.687022 1.334137  -0.03
H2 3.409695 2.537963 -0.327499  0.09
O7 -2.059973 -0.252563 -3.900205  0.12
C3 -1.554451 -0.149361 -2.667963  -0.78
O8 -0.562552 0.585623 -2.427880  -0.03
O9 -1.985697 -0.752468 -1.649327  -0.02
H3 -1.412582 0.152852 -4.488820  0.11
C4 5.360443 -1.430738 -0.464566  -0.03
C5 4.091344 -2.212797 -0.690281  -0.29
C6 3.587620 -3.076431 0.554972  -0.06
O10 2.323188 -2.502135 0.863447  0.10
C7 1.971998 -1.629892 -0.077562  -0.52
O11 0.882031 -1.182379 -0.217445  0.18
O12 3.015553 -1.310240 -0.849246  0.10
H4 6.266862 -2.043317 -0.476662  0.08
H5 5.408841 -0.910327 0.491076  0.09
H6 5.510426 -0.723471 -1.280969  0.09
H7 4.048478 -2.914003 -1.524354  0.15
H8 4.234556 -2.955933 1.423526  0.13
H9 3.515675 -4.138111 0.326220  0.12
C8 -5.401085 1.899101 1.117570  -0.03
C9 -5.488723 2.975084 0.021081  -0.32
O13 -4.134311 3.231444 -0.227706  0.14
C10 -3.468317 2.046771 -0.080076  -0.49
O14 -2.327487 1.900194 -0.341364  0.20
O15 -4.274792 1.200714 0.593110  0.08
F1 -6.085336 4.081103 0.544963  0.06
H10 -6.264455 1.246349 1.189795  0.14
H11 -5.086164 2.367367 2.051399  0.15
H12 -6.005246 2.590848 -0.863045  0.17

Force components x, y, z for each atom (eV/Å):
Zn 0.3 -0.1 1.1
O -0.6 -0.9 0.3
C 1.7 3.1 0.0
O -0.4 -0.7 -0.8
O -0.6 -1.2 0.1
H 0.1 0.0 -0.2
O 0.0 0.2 0.1
C -0.2 -2.4 2.2
O -0.3 0.8 -1.1
O 0.3 0.9 -1.1
H 0.0 0.2 -0.3
O -0.4 -0.5 -0.2
C 1.5 0.1 3.2
O 0.8 1.2 -2.0
O -2.1 -1.0 -1.3
H 0.0 0.2 0.1
C 0.9 -0.2 -0.5
C -0.7 -1.1 1.7
C 0.8 1.1 -0.2
O 0.0 -1.0 0.1
C -0.1 0.5 0.0
O -0.2 -0.1 0.0
O -0.1 0.4 -0.7
H -0.2 -0.4 -0.1
H -0.6 0.1 0.0
H -0.2 0.2 0.1
H 0.6 0.4 -0.4
H 0.0 0.1 0.0
H -0.3 0.0 -0.1
C 0.8 0.6 -1.3
C -0.4 -0.6 1.7
O -0.2 0.3 -1.0
C -0.4 0.4 1.8
O -0.1 -0.1 -0.6
O 0.6 -1.2 -0.2
F 0.0 0.2 -0.6
H 0.1 -0.1 0.1
H -0.4 -0.1 0.1
H -0.1 0.5 -0.1

Below is a molecular structure, C10H12I2O6RuSYb in a non-equilibrium geometry, with properties calculated with ωB97M-V/def2-TZVPD.

Its spin multiplicity is 7. For the total energy, the calculation gives -3085.12065 a.u. The LUMO energy (spin up / spin down) is -0.542 / -0.664 Ha. The calculation puts the HOMO-LUMO gap (spin up / spin down) at 8.40 / 5.38 eV. As for the energy above the lowest of the compared OMol25 structures with the same formula, charge and spin: 0.0000 eV. Its HOMO energy (spin up / spin down) is -0.851 / -0.861 Eh. Its net charge is +4.

Each line ends with the Löwdin spin population.
Geometry (Å):
I1 1.650292 -4.404935 -0.063085  0.95
I2 1.337252 3.654407 0.560100  1.46
Ru1 -0.259171 1.585716 0.771216  1.39
Yb1 0.748772 -1.792699 1.152491  1.07
S1 0.978993 0.229899 -0.740765  0.68
C1 -1.453699 -2.159665 -0.050282  0.02
C2 -1.408758 -2.358779 2.478539  0.00
C3 0.580808 0.063626 -2.522359  0.06
C4 1.403103 1.132056 -3.240512  0.04
C5 -0.902422 0.276338 -2.786503  0.04
C6 1.014015 -1.332704 -2.957858  0.02
C7 -1.148472 2.157595 2.281504  0.05
C8 -1.519573 2.348676 -0.288510  0.05
O1 -2.297751 -2.456735 3.201841  0.00
O2 -2.517995 -2.264009 -0.453952  0.01
O3 -1.703962 2.619789 3.195008  0.04
O4 -2.321023 2.894148 -0.940572  0.05
H1 1.182143 1.096433 -4.314325  0.01
H2 2.474129 0.954388 -3.095084  0.00
H3 1.160324 2.131543 -2.861924  0.00
H4 -1.118226 -0.025236 -3.822943  0.01
H5 -1.171713 1.331342 -2.672015  0.00
H6 -1.524830 -0.324037 -2.112759  0.00
H7 0.798249 -1.467496 -4.024149  0.00
H8 0.491060 -2.116373 -2.399743  0.01
H9 2.088919 -1.466014 -2.805733  0.00
C9 0.299205 0.281253 4.630341  0.00
C10 0.758306 -0.418793 3.396711  0.00
O5 0.890800 -1.689037 3.407529  0.01
O6 0.962037 0.212751 2.263771  0.03
H10 0.695065 -0.265752 5.490611  0.00
H11 -0.797504 0.249387 4.677551  0.00
H12 0.631611 1.322901 4.645849  0.00

Force components x, y, z for each atom (eV/Å):
I 0.2 -0.2 0.0
I 0.1 0.1 0.0
Ru 4.7 -2.3 0.7
Yb 0.2 -0.7 1.3
S -0.4 0.1 -0.3
C -3.6 -0.2 -2.2
C -3.7 -0.5 3.4
C 0.0 -0.5 -1.3
C 0.7 0.5 0.3
C -0.5 0.4 0.7
C 0.5 -0.2 0.3
C -4.6 3.9 6.2
C -5.9 3.8 -4.8
O 3.5 0.3 -2.9
O 3.4 0.2 1.3
O 2.6 -2.3 -3.9
O 3.5 -2.5 2.9
H 0.0 -0.1 0.2
H -0.1 0.1 -0.2
H 0.0 -0.1 -0.2
H 0.1 0.1 0.3
H 0.0 -0.2 -0.2
H -0.1 0.0 -0.3
H 0.0 0.0 0.2
H -0.2 0.0 -0.1
H 0.0 0.0 -0.2
C 0.5 0.1 -0.3
C -0.4 -0.9 2.0
O 0.3 1.6 -1.5
O -0.6 -0.4 -1.6
H -0.1 0.1 0.0
H 0.1 -0.1 0.0
H -0.1 -0.2 0.1

Below is a single C10H12N2O2 molecule in a non-equilibrium geometry, with properties calculated with ωB97M-V/def2-TZVPD.

For the total energy, the calculation gives -648.01228 a.u. The LUMO energy (spin up / spin down) is -0.030 / -0.030 Ha. The calculation puts the HOMO-LUMO gap (spin up / spin down) at 7.14 / 7.14 eV. As for the energy above the lowest of the compared OMol25 structures with the same formula, charge and spin: 6.2831 eV. Its SMILES is CN(C)/C(=C/c1ccccc1)[N+](=O)[O-]. Its HOMO energy (spin up / spin down) is -0.292 / -0.292 Eh.

Each line ends with the Löwdin charge.
Geometry (Å):
C1 -4.380013 0.775939 0.052147  -0.09
C2 -3.940462 -0.300256 0.781205  -0.09
C3 -3.392318 1.485355 -0.667237  -0.08
C4 -2.596022 -0.704859 0.685240  -0.08
C5 -2.081649 1.153614 -0.691262  -0.06
C6 -1.673205 0.074572 0.100453  -0.26
C7 -0.212614 -0.326047 0.133659  0.12
C8 1.016722 0.634945 0.063166  -0.16
C9 2.355239 -1.212056 -0.464333  -0.11
C10 3.303313 0.657135 0.758281  -0.02
N1 2.279526 0.147299 -0.180263  -0.19
N2 0.784321 2.013097 0.143172  -0.38
O1 -0.137525 2.383222 0.828007  0.09
O2 1.445074 2.749833 -0.576382  0.08
H1 -5.318728 1.263737 0.046288  0.09
H2 -4.621031 -0.980320 1.478914  0.14
H3 -3.928226 2.274586 -1.277132  0.12
H4 -2.133953 -1.528585 1.309968  0.13
H5 -1.216345 1.666693 -1.117207  0.11
H6 0.185009 -1.259845 0.343338  0.04
H7 1.506986 -1.451713 -1.262023  0.15
H8 3.195766 -1.335693 -1.020066  0.06
H9 2.226459 -1.879035 0.416534  0.11
H10 4.141250 0.125308 0.562359  0.05
H11 3.350125 1.800925 0.789517  0.12
H12 3.064368 0.428675 1.766515  0.08

Force components x, y, z for each atom (eV/Å):
C 2.2 0.1 0.2
C -1.4 -2.6 1.6
C -2.7 1.3 -1.5
C -0.2 -1.5 2.7
C 1.5 0.0 0.5
C 2.7 -0.1 -1.6
C 3.6 6.4 0.0
C -5.2 -6.2 0.1
C -3.9 -1.6 -1.1
C -2.6 2.7 0.0
N -0.9 3.1 1.4
N -0.1 1.7 -0.9
O -0.1 0.4 0.8
O 0.4 0.0 0.1
H -1.1 -0.4 0.3
H 1.3 1.8 -1.7
H 1.6 -0.5 0.5
H -1.3 0.7 -0.7
H -1.1 0.4 -0.6
H -0.3 -1.9 0.1
H 1.5 0.3 1.8
H 3.0 -1.0 -1.0
H 0.3 0.1 -0.5
H 3.1 -0.8 -0.9
H 0.4 -1.7 -0.8
H -0.6 -0.6 1.2